The following is a quantum chemistry calculation of 3 unconnected molecules or ions with the total composition C44H64BrF4N2O12PS2 in a non-equilibrium geometry, from the OMol25 dataset.

Structure (XYZ):
```
130
Properties=species:S:1:pos:R:3:forces:R:3
C 5.730848 -0.963200 3.924780 -0.030 -0.034 -0.585
C 4.673857 -1.050289 2.819762 0.210 -0.403 0.196
C 4.597643 -2.458294 2.220145 0.050 0.574 -0.164
C 3.314612 -0.531274 3.312028 -0.030 -0.024 0.075
C 2.548671 -1.541372 4.188997 0.466 0.583 0.029
C 2.471124 0.017999 2.153918 0.536 -0.263 -0.091
O 2.365023 1.451877 2.240597 -0.044 0.033 -0.158
N 1.067115 1.891388 2.519034 -0.643 -0.210 0.114
C 0.607980 1.457709 3.783178 0.225 0.239 0.446
C 1.272310 1.970739 4.890788 -0.106 -0.112 0.197
C 0.922494 1.578263 6.168467 0.026 0.007 -0.266
C -0.113215 0.673932 6.401650 -0.122 -0.124 -0.291
C -0.405902 0.294714 7.826800 0.366 0.606 0.075
C -1.768924 0.735076 8.343329 0.151 -0.384 1.064
C -1.905435 0.243196 9.795099 0.300 -0.643 -0.675
S -3.605819 0.143855 10.329214 -0.509 0.918 0.648
O -3.722773 0.686267 11.647071 0.202 -0.284 0.003
O -4.462636 0.679812 9.319264 0.062 -0.314 -0.252
O -3.880476 -1.433395 10.429195 0.269 0.162 -0.158
C -0.813804 0.164986 5.293677 0.211 0.068 0.256
P -2.229506 -1.005347 5.264691 0.021 0.109 -0.520
O -3.367349 0.060763 5.749202 -0.005 -0.398 0.239
Br -1.999482 -2.412465 7.032179 -0.020 -0.104 0.115
C -0.426937 0.564880 3.997383 -0.228 -0.291 -0.246
S -1.280004 -0.142219 2.607360 0.164 -0.024 -0.185
C -0.901349 1.010162 1.310130 -0.087 -0.057 0.269
C -1.749028 1.015195 0.188758 0.113 0.147 -0.036
C -2.981728 0.153103 0.058588 -0.378 0.149 0.107
C -4.085753 0.395903 1.108459 0.406 -0.107 -0.815
C -5.475574 -0.076919 0.728579 0.299 0.129 -0.564
O -6.360055 0.055010 1.513475 -0.900 -0.103 0.977
N -5.730490 -0.687520 -0.520965 0.603 -0.160 0.217
C -5.911252 -2.105646 -0.509824 -0.441 -0.400 -0.314
C -5.587576 -2.912923 0.578783 -0.026 -0.008 -0.221
C -5.780265 -4.287970 0.500394 -0.148 0.008 -0.237
C -6.297650 -4.878476 -0.647960 -0.042 0.252 -0.153
C -6.632750 -4.079740 -1.739648 0.325 0.337 0.644
C -6.437226 -2.707348 -1.653687 -0.045 0.021 -0.166
C -1.427767 1.864487 -0.861915 0.240 0.108 0.247
C -0.329876 2.712546 -0.799762 -0.167 -0.487 0.356
C 0.477495 2.718413 0.327438 0.110 0.212 -0.110
C 1.642571 3.698309 0.322156 -0.105 -0.593 0.001
F 1.368761 4.684984 -0.579681 -0.119 0.317 -0.249
F 1.800618 4.317094 1.500325 0.056 0.086 0.313
C 3.010255 3.123808 -0.160533 0.350 0.573 0.165
F 2.920084 1.840748 -0.550493 -0.128 -0.314 -0.121
F 3.949377 3.222166 0.798323 0.102 -0.120 0.269
C 0.210262 1.846214 1.399308 0.019 0.308 -0.650
H 5.373556 -1.359842 4.870937 0.047 -0.065 0.158
H 6.607686 -1.516582 3.597443 0.161 -0.165 0.211
H 6.053828 0.068013 4.042348 -0.114 0.155 0.286
H 5.025992 -0.397316 2.020048 -0.092 0.193 -0.091
H 5.599773 -2.801383 1.977068 0.088 -0.149 -0.012
H 4.042756 -2.410868 1.284614 -0.207 -0.237 -0.060
H 4.129308 -3.169274 2.891689 -0.035 -0.169 0.049
H 3.549965 0.322397 3.945558 -0.042 0.222 -0.006
H 1.796948 -2.071766 3.613484 -0.088 -0.251 0.061
H 2.085642 -1.005630 5.014046 -0.404 -0.013 -0.003
H 3.242005 -2.236315 4.652834 -0.020 -0.283 -0.010
H 2.992485 -0.181149 1.218652 -0.014 0.069 -0.190
H 1.495927 -0.458916 2.073067 -0.194 0.173 0.129
H 2.085562 2.662195 4.730756 0.043 0.101 -0.061
H 1.462793 1.995316 7.005945 0.031 -0.024 0.104
H -0.227966 -0.762370 7.990223 -0.161 -0.168 -0.070
H 0.340560 0.799605 8.442122 0.124 0.040 0.040
H -1.820517 1.817747 8.370661 -0.239 0.185 -0.386
H -2.598366 0.317583 7.794013 0.013 0.261 -0.297
H -1.498660 -0.769748 9.833422 0.023 -0.062 0.124
H -1.327166 0.821097 10.504247 -0.203 0.261 0.241
H -3.079420 -1.904754 10.165614 -0.171 -0.216 -0.024
H -4.187196 -0.420124 5.933529 -0.222 0.254 -0.097
H -2.741653 -0.909606 0.021032 0.163 -0.127 0.123
H -3.405413 0.380821 -0.915593 0.141 0.100 -0.218
H -3.848191 -0.156434 2.007973 -0.080 0.099 0.346
H -4.162472 1.450125 1.358171 0.050 0.130 0.157
H -5.069723 -0.407740 -1.231069 -0.003 -0.166 -0.065
H -5.183214 -2.481620 1.482215 0.008 0.043 0.119
H -5.529224 -4.906505 1.348432 0.049 -0.038 0.100
H -6.449510 -5.944993 -0.704098 0.018 -0.120 0.095
H -7.054172 -4.498144 -2.638306 -0.008 -0.125 -0.113
H -6.711394 -2.083310 -2.493478 -0.006 0.102 -0.018
H -2.047318 1.894961 -1.744385 -0.156 -0.085 -0.075
H -0.129654 3.367624 -1.627938 0.104 0.135 -0.071
H 3.363208 3.732833 -0.989011 -0.124 -0.054 -0.284
C 8.517206 3.730538 -6.462368 0.122 0.100 0.129
O 7.994224 4.682382 -5.560211 -0.294 -0.181 -0.042
C 7.196925 5.695544 -6.147431 0.194 0.037 0.057
C 5.879097 5.899873 -5.427975 -0.016 0.121 0.136
O 4.951940 4.830213 -5.507190 -0.132 0.014 -0.060
C 5.214346 3.612855 -4.832422 0.100 -0.160 -0.112
C 5.165306 3.662441 -3.318685 0.152 -0.087 0.140
O 6.212661 4.431886 -2.758408 -0.129 0.260 -0.199
C 5.810675 5.362794 -1.775423 0.116 -0.117 0.040
H 9.473469 4.069455 -6.874503 -0.028 -0.029 -0.101
H 8.687373 2.806674 -5.908860 0.030 0.027 0.015
H 7.823737 3.521346 -7.282159 -0.013 0.007 -0.006
H 7.005962 5.480419 -7.203792 -0.015 -0.077 0.004
H 7.755576 6.638447 -6.091582 -0.102 0.079 -0.106
H 5.380776 6.734311 -5.928473 -0.019 -0.025 -0.023
H 6.040536 6.210810 -4.394547 0.148 -0.156 0.043
H 6.143922 3.157262 -5.177678 0.134 0.122 0.133
H 4.407913 2.944079 -5.145653 -0.026 0.031 0.001
H 5.265771 2.635621 -2.942751 -0.177 -0.053 -0.070
H 4.187377 4.044741 -3.005059 0.008 0.095 -0.038
H 4.843157 5.816427 -2.016270 -0.012 -0.013 -0.007
H 6.558171 6.155298 -1.743025 0.032 -0.043 0.028
H 5.757614 4.892477 -0.787259 -0.083 0.042 0.021
C -6.206131 -5.775028 -7.464328 0.010 -0.065 0.193
O -5.029728 -5.606846 -6.701785 0.058 0.256 -0.220
C -3.845873 -6.102195 -7.302979 -0.092 -0.102 0.151
C -2.705701 -5.104215 -7.272718 0.117 0.007 0.133
O -2.872019 -3.941021 -8.065607 0.082 0.018 -0.100
C -3.832846 -2.966613 -7.699105 -0.176 -0.018 -0.087
C -3.538276 -2.176427 -6.440053 -0.128 0.030 0.109
O -3.597776 -2.969840 -5.267152 0.254 -0.150 -0.165
C -2.504783 -2.807136 -4.389265 -0.207 -0.016 0.075
H -6.662722 -6.750399 -7.265574 -0.017 -0.017 -0.105
H -6.909460 -4.996727 -7.166492 0.002 -0.026 0.033
H -6.014737 -5.677153 -8.536819 0.012 0.000 -0.010
H -4.031903 -6.411367 -8.336564 -0.046 0.059 -0.024
H -3.527383 -6.987895 -6.738753 0.110 -0.047 -0.116
H -1.840206 -5.612193 -7.706356 -0.009 0.012 -0.035
H -2.433876 -4.850994 -6.246631 -0.205 0.036 0.065
H -4.838273 -3.389976 -7.669133 0.019 -0.081 0.205
H -3.824218 -2.247994 -8.523013 0.036 -0.003 -0.004
H -4.298683 -1.389041 -6.357815 0.059 0.085 -0.110
H -2.560857 -1.692155 -6.535385 0.042 -0.057 0.021
H -1.566050 -2.653525 -4.930005 -0.005 0.032 -0.011
H -2.411957 -3.717900 -3.797296 -0.070 0.024 0.033
H -2.677536 -1.964382 -3.709772 0.129 0.036 0.003
```
Positions in Å, forces in eV/Å.

## Properties
E_LUMO: -0.28 eV
Kohn-Sham gap: 8.08 eV
E: -186083.59331 eV
HOMO: -8.353 eV
structure (SMILES): CC(C)[C@H](C)CON1c2ccc(CCCS(=O)(=O)O)c(P(O)Br)c2Sc2c(CCC(=O)Nc3ccccc3)ccc(C(F)(F)C(F)F)c21.COCCOCCOC.COCCOCCOC